Record 1
105
Properties=species:S:1:pos:R:3:lowdin_charge:R:1 method="wB97M-V/def2-TZVPD" relative_energy_ev=28.327 gap_ev=8.188 spin_multiplicity=1 fmax_ev_per_a=12.95 charge=0
C 2.32945 -2.78774 4.11320 0.00
C 1.59637 -1.46811 4.38679 -0.48
O 0.82110 -1.35882 5.29883 0.08
C 2.07778 -0.24101 3.70240 -0.08
H 2.04502 -3.46726 4.91660 0.08
H 3.41329 -2.67210 4.10897 0.08
H 1.93311 -3.17423 3.17423 0.06
H 1.31847 0.54015 3.73877 0.08
H 2.37381 -0.48740 2.68271 0.10
H 2.98522 0.07590 4.21643 0.13
C 3.28170 3.23583 0.89343 -0.01
C 1.90783 3.62893 1.43713 -0.46
O 1.10743 4.17428 0.68133 0.01
C 1.63193 3.24082 2.86675 -0.03
H 3.42247 3.59047 -0.12760 0.04
H 3.33105 2.14695 0.89286 0.11
H 4.00526 3.64956 1.59585 0.11
H 2.31798 3.85770 3.44716 0.10
H 1.71533 2.16084 2.98844 -0.03
H 0.62056 3.52558 3.15683 0.10
C 0.28022 3.36596 -3.02944 0.02
C 1.53654 2.62773 -2.74337 -0.39
O 1.78045 1.56994 -3.25696 -0.01
C 2.50987 3.25331 -1.72097 -0.01
H 0.56159 4.25041 -3.60099 0.11
H -0.25274 3.60060 -2.10802 0.09
H -0.55421 2.86578 -3.52102 0.08
H 3.42947 2.66813 -1.72175 0.12
H 2.16986 3.38467 -0.69372 -0.01
H 2.64034 4.26335 -2.10940 0.12
C -3.70444 0.56730 4.29213 -0.02
C -2.23246 0.39513 4.53716 -0.39
O -1.69986 0.68928 5.66615 0.02
C -1.43194 -0.10959 3.37381 -0.10
H -3.93364 0.71114 3.23626 0.07
H -4.02667 1.43004 4.87519 0.09
H -4.15728 -0.33331 4.70679 0.09
H -1.21265 -1.16456 3.53824 0.10
H -0.51814 0.44270 3.15459 0.01
H -2.00140 -0.11249 2.44441 0.06
C 1.05688 0.21535 -5.23146 0.00
C 1.23034 -0.20472 -3.77371 -0.43
O 2.31440 -0.37848 -3.24073 -0.02
C -0.07734 -0.74834 -3.15072 -0.05
H 0.33266 -0.43390 -5.72346 0.08
H 1.90872 0.11830 -5.90454 0.08
H 0.73945 1.25338 -5.33062 0.08
H -0.88151 -0.01913 -3.05250 0.03
H 0.07544 -1.15329 -2.15034 -0.04
H -0.47790 -1.55161 -3.76911 0.13
C 3.46270 -3.74626 -2.04324 0.02
C 2.58312 -3.13919 -0.98567 -0.39
O 2.44746 -3.69100 0.09960 0.00
C 1.76177 -1.87466 -1.26282 -0.04
H 2.80145 -4.11774 -2.82610 0.10
H 4.17997 -4.50311 -1.72574 0.09
H 3.93235 -2.83837 -2.42177 0.09
H 1.55848 -1.36109 -0.32312 0.05
H 0.76390 -2.01529 -1.67824 0.03
H 2.30762 -1.30743 -2.01675 0.06
C -0.14578 -0.38564 -0.63865 -0.25
C 0.83234 0.74793 -1.15921 -0.17
C 0.64306 1.92161 -0.11357 -0.14
S 0.47101 1.07394 1.55949 0.93
O -0.75590 1.59072 2.22220 -0.35
O 1.73961 1.02759 2.31770 -0.50
C 0.22502 -0.61718 0.83367 -0.13
H 0.06856 -1.30038 -1.19128 -0.03
H -1.20101 -0.11526 -0.67732 0.07
H 0.57598 1.10057 -2.15823 0.08
H 1.82918 0.30711 -1.15018 0.13
H -0.30681 2.44140 -0.23867 0.11
H 1.44974 2.65253 -0.16942 0.00
H -0.58515 -0.91887 1.49752 0.05
H 1.19698 -1.10382 0.91484 0.10
C -0.87192 -3.74613 1.45735 -0.17
C -2.14801 -3.06622 1.03590 -0.20
C -2.53892 -3.63266 -0.41732 -0.17
S -0.96158 -3.65822 -1.29885 0.87
O -0.77393 -2.26508 -1.82403 -0.47
O -0.73501 -4.86027 -2.14876 -0.33
C 0.05455 -3.93528 0.19190 -0.17
H -1.12811 -4.70106 1.91624 0.12
H -0.22622 -3.20340 2.14771 0.09
H -1.98759 -1.99017 0.96894 0.06
H -2.96626 -3.09160 1.75557 0.12
H -3.26688 -3.07968 -1.01094 0.10
H -2.78335 -4.68856 -0.30152 0.10
H 0.94495 -3.31014 0.12504 0.02
H 0.30107 -4.99448 0.11839 0.11
C -4.14540 2.77978 -1.38321 -0.23
C -4.56827 1.47750 -0.74854 -0.21
C -3.36283 0.51662 -0.54464 -0.14
S -2.28668 0.95714 -1.96774 0.83
O -2.46058 -0.02380 -3.02425 -0.29
O -0.97069 1.27352 -1.38740 -0.53
C -3.11488 2.51422 -2.44470 -0.18
H -3.79014 3.42400 -0.57893 0.12
H -5.04286 3.23581 -1.80119 0.12
H -5.29090 1.12912 -1.48646 0.12
H -5.23138 1.68585 0.09109 0.12
H -3.51863 -0.56209 -0.55943 0.10
H -2.76909 0.77838 0.33117 0.09
H -3.49595 2.30992 -3.44527 0.11
H -2.33939 3.26546 -2.59418 0.08



Record 2
27
Properties=species:S:1:pos:R:3:nbo_charge:R:1 method="wB97M-V/def2-TZVPD" relative_energy_ev=5.032 gap_ev="8.012 / 8.015" spin_multiplicity=1 fmax_ev_per_a=3.69 charge=+1
C -2.59153 2.06902 -0.84766 -0.21
C -1.26862 1.75506 -0.84264 -0.12
C -3.52852 1.02868 -0.64044 0.11
C -0.74979 0.47771 -0.44655 -0.19
C -1.78783 -0.36078 -0.20642 0.32
C 0.57501 0.03848 -0.54139 0.22
C 2.57667 -0.62893 0.90939 -0.58
C 2.67995 1.22141 -0.87000 -0.57
C -2.50624 -2.74609 0.34100 -0.47
C 1.75325 0.55396 0.22611 -0.31
N -3.05457 -0.10846 -0.26959 -0.40
N -0.29196 -1.93864 0.46626 -0.05
N -1.41956 -1.68324 0.26624 -0.04
H -2.81856 3.07349 -1.20888 0.25
H -0.58755 2.52680 -1.11915 0.23
H -4.57500 1.09306 -0.87053 0.23
H 0.58874 -0.73645 -1.31885 0.24
H 3.41434 -0.87537 0.28863 0.22
H 1.98577 -1.58587 1.11309 0.24
H 2.96126 -0.19253 1.79417 0.24
H 2.24323 0.83108 -1.76874 0.20
H 3.68516 0.93233 -0.81205 0.23
H 2.60683 2.26240 -0.82640 0.22
H -2.61666 -3.40663 -0.52501 0.25
H -3.44302 -2.21662 0.59070 0.26
H -2.20529 -3.48721 1.07886 0.25
H 1.38879 1.33671 0.87231 0.23



Record 3
12
Properties=species:S:1:pos:R:3:nbo_charge:R:1 method="wB97M-V/def2-TZVPD" relative_energy_ev=2.859 gap_ev=8.113 spin_multiplicity=1 fmax_ev_per_a=5.01 charge=-1
O 0.63264 -1.71465 1.23044 -0.71
C -0.01737 -0.79966 0.68476 0.67
N 0.19857 -0.09983 -0.45467 -0.86
C 1.32502 0.70366 -1.72527 0.24
O 0.84868 1.55220 -2.52838 -0.77
C -1.21505 -0.17448 1.58666 -0.72
H -0.64224 0.26291 -1.01095 0.36
H 1.98297 0.97765 -0.87460 0.10
H 1.48712 -0.24752 -2.10971 0.10
H -2.01585 -0.31727 0.87064 0.19
H -1.17739 0.82850 1.88091 0.20
H -1.40709 -0.97152 2.45017 0.19



Record 4
43
Properties=species:S:1:pos:R:3:nbo_charge:R:1 method="wB97M-V/def2-TZVPD" relative_energy_ev=3.871 smiles=CCN(C)CC.O.O.O.O.O.O.O.O gap_ev=7.934 spin_multiplicity=1 fmax_ev_per_a=2.83 charge=0
C -0.37291 3.61309 -1.32006 -0.62
C 0.41794 2.27884 -1.20528 -0.22
N -0.37719 1.12440 -0.80253 -0.47
C -0.85588 0.26850 -1.86473 -0.42
C -0.05189 0.38458 0.43301 -0.23
C 0.44940 1.26081 1.64523 -0.61
H 0.19595 4.48212 -1.01502 0.22
H -0.78968 3.73705 -2.32481 0.20
H -1.35652 3.52321 -0.85424 0.18
H 1.07888 2.44050 -0.36242 0.21
H 0.97829 2.19006 -2.13356 0.19
H -0.22237 -0.58093 -2.18848 0.16
H -0.79747 0.90182 -2.75803 0.21
H -1.88231 -0.04436 -1.66703 0.18
H 0.56787 -0.49494 0.22346 0.16
H -0.94775 -0.06085 0.87331 0.21
H -0.40435 1.27055 2.29701 0.22
H 0.92537 2.20531 1.44034 0.21
H 1.17485 0.61845 2.16568 0.20
O -0.63810 -2.58462 -0.25094 -0.97
H -0.49998 -1.83729 -0.84812 0.47
H -1.51328 -2.41844 0.12332 0.49
O -3.26491 -2.41980 -1.81899 -0.94
H -2.67178 -1.96631 -2.42217 0.47
H -4.15137 -2.07544 -1.95714 0.47
O 3.11001 -0.90486 0.85819 -0.98
H 3.93316 -1.39228 0.94343 0.48
H 2.39041 -1.55184 0.81242 0.51
O 2.02842 -3.43855 -0.50002 -0.95
H 2.75110 -3.79633 0.02251 0.47
H 1.22932 -3.87782 -0.19455 0.49
O 1.26766 -2.90742 2.34574 -0.96
H 0.40986 -3.28371 2.13773 0.48
H 1.18549 -1.97606 2.56500 0.48
O -2.75045 -1.15796 1.60598 -0.94
H -3.04115 -1.44110 2.48084 0.48
H -3.50967 -0.65567 1.28834 0.48
O 3.85289 0.92373 -0.88475 -0.97
H 3.31035 0.55376 -0.16096 0.50
H 4.25335 0.16207 -1.30876 0.46
O -1.50260 3.07456 1.74432 -0.94
H -2.31428 2.65248 2.04013 0.46
H -1.59466 3.20067 0.79662 0.48



Record 5
12
Properties=species:S:1:pos:R:3:nbo_charge:R:1 method="wB97M-V/def2-TZVPD" relative_energy_ev=2.580 smiles="C=CN(N)C=O" gap_ev=9.725 spin_multiplicity=1 fmax_ev_per_a=3.73 charge=0
C -2.06520 -0.74883 0.06536 -0.46
C -0.74955 -0.82426 -0.04776 -0.02
N 0.07078 0.33470 -0.07384 -0.32
N -0.62072 1.48073 0.05329 -0.66
C 1.45436 0.21314 -0.06237 0.54
O 2.07358 -0.80243 0.10672 -0.57
H -2.68165 0.12194 0.06950 0.22
H -2.50675 -1.80366 -0.12572 0.21
H -0.21334 -1.74155 -0.21714 0.22
H -0.54274 2.00708 0.92147 0.37
H -0.55255 2.04446 -0.83068 0.37
H 1.92034 1.24287 -0.25876 0.10



Record 6
20
Properties=species:S:1:pos:R:3:lowdin_spin:R:1 method="wB97M-V/def2-TZVPD" relative_energy_ev=1.868 gap_ev="3.913 / 9.939" spin_multiplicity=2 fmax_ev_per_a=0.73 charge=0
N -1.80417 0.39896 1.68913 0.21
C -0.35862 0.37037 1.22980 0.11
C -0.25831 -0.52559 -0.00315 0.04
C 1.16439 -0.85663 -0.37119 0.01
S 1.25304 -1.89398 -1.87781 0.01
C 0.12592 1.77804 0.98012 0.04
N -0.81718 2.50170 0.10536 0.03
H -1.89597 -0.05001 2.65380 0.21
H -2.15418 1.36256 1.79651 0.10
H -2.44345 -0.07960 1.02152 0.12
H 0.17754 -0.13671 2.03068 0.05
H -0.80180 -1.44855 0.19232 0.03
H -0.75930 -0.04365 -0.84145 0.01
H 1.73517 0.04011 -0.63547 0.00
H 1.69674 -1.34150 0.44257 0.00
H 0.07862 -2.51167 -1.69747 0.00
H 1.12826 1.74365 0.52715 0.00
H 0.24452 2.30756 1.92263 0.02
H -0.42010 2.54214 -0.82752 0.00
H -0.82566 3.47523 0.40368 0.01



Record 7
27
Properties=species:S:1:pos:R:3:nbo_charge:R:1 method="wB97M-V/def2-TZVPD" relative_energy_ev=0.444 smiles="C[Si](C)(C)[C@H]1C=Cc2cccn21" gap_ev=8.401 spin_multiplicity=1 fmax_ev_per_a=3.74 charge=0
C 0.50908 2.64765 0.29437 -1.12
Si 1.13594 0.96874 -0.11981 1.60
C 2.17716 1.25775 -1.73528 -1.09
C 2.07380 0.03174 1.29148 -1.09
C -0.35461 -0.08453 -0.79013 -0.46
C 0.16988 -1.40923 -1.24505 -0.20
C -0.38494 -2.43997 -0.64159 -0.22
C -1.43869 -1.88206 0.21461 0.08
C -2.49596 -2.20861 1.00918 -0.29
C -3.17328 -0.99706 1.27270 -0.30
C -2.39769 0.05045 0.84486 -0.07
N -1.39488 -0.49431 0.16472 -0.32
H -0.54037 2.62602 0.30649 0.24
H 0.88705 2.86920 1.24650 0.24
H 0.84641 3.45346 -0.44080 0.25
H 3.25928 1.52243 -1.62678 0.24
H 2.26223 0.32084 -2.33735 0.22
H 1.76384 1.96387 -2.37521 0.23
H 2.51522 -0.94668 1.05762 0.25
H 2.78849 0.66668 1.81845 0.24
H 1.35229 -0.26989 2.01262 0.24
H -0.86832 0.28773 -1.64120 0.24
H 1.03763 -1.42183 -1.89345 0.22
H -0.26683 -3.62150 -0.57751 0.24
H -2.82439 -3.19643 1.29911 0.22
H -4.01206 -0.85452 1.84774 0.21
H -2.62629 1.16007 0.74370 0.21



Record 8
71
Properties=species:S:1:pos:R:3:lowdin_charge:R:1 method="wB97M-V/def2-TZVPD" smiles="C#Cc1c(CNC)c(CCCN)c2c(c1PP(=O)(O)O)C(=O)N(CC(C)C)C2=O.O=S1(=O)CCCC1" gap_ev=7.187 spin_multiplicity=1 fmax_ev_per_a=10.06 charge=0
C 5.19822 -2.14621 0.72189 0.07
C 3.81187 -1.85259 0.54805 -0.10
C 2.20415 -1.58569 0.26894 -0.09
C 1.49300 -0.18484 0.74287 -0.03
C 2.21208 1.06693 1.51623 -0.20
N 3.64689 1.33482 1.12563 -0.16
C 3.84946 1.42620 -0.36983 -0.14
C -0.14573 -0.01642 0.45273 -0.01
C -1.04164 1.28142 0.89557 -0.15
C -1.61812 2.19075 -0.33896 -0.18
C -1.01487 1.82780 -1.81832 -0.28
N 0.46812 2.08136 -1.97325 -0.04
C -0.91598 -1.25690 -0.29012 0.03
C -0.19901 -2.65172 -0.76361 -0.01
C 1.40817 -2.83560 -0.50685 -0.32
P 2.26417 -4.43906 -1.09695 0.78
P 1.62615 -6.20315 0.01302 0.51
O 0.40535 -6.92059 -0.74172 -0.44
O 1.29724 -5.89933 1.69568 -0.27
O 2.94701 -7.38993 -0.02082 -0.27
C -1.34359 -3.61673 -1.42820 -0.21
O -1.03679 -4.67027 -2.19162 -0.01
N -2.66257 -2.99870 -1.02105 -0.02
C -3.26493 -3.40149 0.30507 -0.17
C -3.35303 -5.01388 0.57722 -0.35
C -1.98318 -5.47793 1.36643 -0.12
C -3.73461 -5.92608 -0.72954 -0.10
C -2.46977 -1.49073 -0.75407 -0.23
O -3.46059 -0.58986 -0.85663 -0.01
H 6.34410 -2.09594 1.00268 0.06
H 1.62409 2.08986 1.33333 0.13
H 2.22484 0.80423 2.68024 0.15
H 4.32290 0.69260 1.59433 0.09
H 4.36339 0.49151 -0.86005 0.08
H 4.60455 2.33400 -0.54642 0.09
H 2.84263 1.74828 -0.87137 0.07
H -0.52961 2.00925 1.65565 0.10
H -1.99864 0.84578 1.46115 0.13
H -2.79852 2.03267 -0.41342 0.12
H -1.48112 3.35028 -0.12174 0.08
H -1.26866 0.74174 -2.20320 0.11
H -1.55648 2.56403 -2.58642 0.12
H 1.02759 1.17613 -1.94752 0.06
H 0.75043 2.55068 -1.06041 0.04
H 1.77022 -4.63553 -2.46640 -0.03
H 0.54921 -6.55541 1.92283 0.09
H 3.61052 -7.09865 -0.72387 0.06
H -4.38197 -2.98877 0.38990 0.15
H -2.67498 -2.88200 1.18191 0.14
H -4.24129 -5.16988 1.35955 0.14
H -1.82758 -6.63931 1.32989 0.09
H -2.17121 -5.21538 2.51581 0.09
H -1.03405 -4.85073 1.05779 0.06
H -2.70556 -6.38366 -1.12550 0.08
H -4.39145 -6.87627 -0.43069 0.09
H -4.18893 -5.33742 -1.63326 0.09
O -1.10127 5.14683 0.93949 -0.34
S -0.06732 5.76702 0.13795 0.67
O 0.89982 4.99293 -0.61429 -0.33
C -0.83273 6.94764 -0.95563 -0.23
C -0.86604 8.23834 -0.15082 -0.22
C 0.49404 8.33146 0.53918 -0.22
C 0.79422 6.96268 1.14779 -0.22
H -1.82428 6.59800 -1.24812 0.11
H -0.19361 7.04996 -1.83773 0.11
H -1.05757 9.10544 -0.78963 0.12
H -1.66067 8.19043 0.60331 0.12
H 1.26261 8.58218 -0.20202 0.12
H 0.50734 9.11485 1.30339 0.12
H 1.86489 6.74347 1.13649 0.11
H 0.40873 6.88510 2.16811 0.11



no.,calculated total energy (Eh)
1,-3275.3695
2,-553.3118
3,-323.1132
4,-864.4904
5,-302.5983
6,-667.7757
7,-734.2516
8,-2668.5929